Record 1
Here is the molecule CH3PS in a non-equilibrium geometry from the OMol25 dataset. Energies are from ωB97M-V with the def2-TZVPD basis set.

The geometry in XYZ format:
```
6
Properties=species:S:1:pos:R:3:nbo_charge:R:1
P -0.989 -0.719 0.099 0.33
C 0.484 0.273 0.529 -0.61
S 1.943 -0.013 -0.130 0.05
H -0.598 -1.104 -1.160 -0.01
H -1.462 0.461 -0.561 0.00
H 0.623 1.102 1.223 0.23
```

Output
LUMO level (hartree): -0.0172
Energy (eV): -21207.770
SMILES string: PC=S
Max |F| (eV/A): 2.22
Charge: 0


Record 2
Here is the molecule CH3PS3 in a non-equilibrium geometry from the OMol25 dataset. Energies are from ωB97M-V with the def2-TZVPD basis set.

The geometry in XYZ format:
```
8
Properties=species:S:1:pos:R:3:nbo_charge:R:1
P -1.389 0.211 -0.448 0.22
S 0.009 -1.263 -0.105 -0.18
C 1.690 0.181 -0.131 -0.44
S 1.324 1.705 -0.111 0.15
S 3.204 -0.677 -0.173 0.13
H -1.320 0.793 0.759 -0.04
H -2.450 -0.613 -0.068 -0.01
H 3.892 0.434 -0.790 0.16
```

Output
LUMO level (hartree): -0.0235
Energy (eV): -42878.187
SMILES string: PSC(=S)S
Max |F| (eV/A): 3.08
Charge: 0


Record 3
Here is a structure of composition CH3PS4 in a non-equilibrium geometry from the OMol25 dataset. Energies are from ωB97M-V with the def2-TZVPD basis set.

The geometry in XYZ format:
```
9
Properties=species:S:1:pos:R:3:mulliken_spin:R:1
C -0.593 -0.044 -1.448 -0.01
P -0.516 -0.652 0.421 0.76
S -2.215 0.752 -1.467 0.36
S -2.445 1.331 0.438 0.73
S 2.016 -1.097 1.941 0.03
S 1.130 0.486 0.910 0.09
H 0.321 0.624 -1.509 0.03
H -0.399 -0.915 -2.077 0.00
H 2.702 -0.485 2.793 0.00
```

Output
LUMO level (alpha / beta) (hartree): 0.0071 / -0.0785
Energy (eV): -53713.371
Multiplicity: 3
Max |F| (eV/A): 3.02
Charge: 0